1.
The following is a quantum chemistry calculation of a structure of composition C18H15BCl3N8OV in a non-equilibrium geometry, from the Open Molecules 2025 dataset.

Values from the calculation:
**Electronic energy**: -96810.066 eV
**Multiplicity**: 3
**Expectation value of S²**: 2.09
**Gap between HOMO and LUMO (spin up / spin down)**: 8.0 / 7.9 eV
**Highest occupied orbital energy (spin up / spin down)**: -7.54 / -7.48 eV
**Maximum force**: 4.8 eV/Å

XYZ file:
```
47
Properties=species:S:1:pos:R:3:forces:R:3
V 1.012 -0.214 0.508 3.71 -2.18 -2.02
C -1.980 2.536 1.533 -0.64 0.45 0.00
C -0.729 2.013 1.735 0.02 0.10 -0.31
N -0.527 1.020 0.854 -0.41 0.47 0.15
N -1.604 0.885 0.089 -1.87 1.06 -0.16
C -2.510 1.809 0.491 0.00 0.21 0.23
B -1.589 -0.224 -1.018 -0.14 -0.46 -0.66
N -1.321 -1.570 -0.300 -1.54 -0.61 -0.33
C -2.093 -2.676 -0.266 -0.59 -0.52 -0.08
C -1.455 -3.627 0.497 -0.51 -0.32 -0.07
C -0.282 -3.032 0.908 0.29 0.69 0.01
N -0.224 -1.781 0.412 -0.52 -0.92 1.28
N -0.371 0.071 -1.929 -1.05 0.34 -1.33
C -0.352 0.331 -3.253 -0.21 0.17 -0.73
C 0.954 0.535 -3.637 -0.26 0.13 -0.51
C 1.695 0.384 -2.485 -0.02 -0.06 0.76
N 0.867 0.104 -1.460 0.84 0.95 -0.76
N -2.871 -0.375 -1.918 -0.32 0.82 0.66
C -4.064 0.265 -1.969 -0.87 0.36 -0.14
C -4.830 -0.287 -2.971 -0.85 0.93 0.44
C -4.053 -1.276 -3.514 1.41 -0.28 0.54
N -2.878 -1.310 -2.863 0.59 -1.72 -1.38
H -2.449 3.346 2.075 0.04 -0.17 -0.16
H -0.010 2.333 2.477 -0.15 -0.12 -0.46
H -3.485 1.997 0.113 -0.32 -0.44 -0.61
H -3.053 -2.795 -0.750 0.29 0.44 -0.17
H -1.801 -4.626 0.727 0.04 0.21 -0.08
H 0.481 -3.480 1.530 0.16 0.44 -0.18
H -1.215 0.380 -3.903 -0.10 -0.21 0.50
H 1.320 0.766 -4.628 -0.11 -0.06 0.19
H 2.769 0.474 -2.396 -0.20 -0.16 0.49
H -4.417 1.066 -1.368 0.36 0.37 0.58
H -5.830 -0.002 -3.267 0.16 0.06 0.15
H -4.322 -1.932 -4.330 0.47 -0.12 0.16
Cl 5.437 1.707 5.629 0.14 0.10 0.32
C 4.721 1.247 4.132 -0.23 -0.12 -0.43
C 3.362 0.993 4.066 -0.35 -0.15 -0.39
C 2.811 0.623 2.839 1.44 0.38 1.29
Cl 1.124 0.300 2.720 0.78 -0.88 2.26
C 3.537 0.484 1.646 0.52 0.33 1.19
O 2.926 0.139 0.580 0.07 0.09 -1.33
C 4.922 0.756 1.775 0.66 0.25 0.63
Cl 6.005 0.642 0.414 -0.49 -0.08 0.00
C 5.508 1.131 2.994 -0.55 -0.24 -0.63
H 2.730 1.078 4.942 0.09 -0.01 -0.02
H 6.574 1.329 3.042 -0.16 -0.04 -0.05
H 1.561 -1.536 -0.503 0.40 0.50 1.16
```
Forces are in eV/Å.

=====

2.
The following is a quantum chemistry calculation of a cluster of 13 separate species, C17H5Cl48F6NO4S in total in a non-equilibrium geometry, from the Open Molecules 2025 dataset.

Values from the calculation:
**Electronic energy**: -655601.716 eV
**Gap between HOMO and LUMO**: 10.8 eV
**Highest occupied orbital energy**: -10.77 eV
**Maximum force**: 1.1 eV/Å

XYZ file:
```
82
Properties=species:S:1:pos:R:3:forces:R:3
O 0.731 -2.703 -2.798 0.16 0.44 0.86
C 0.502 -3.380 -3.728 -0.32 -0.27 -0.38
N -0.695 -3.565 -4.406 0.09 -0.50 -0.29
C -1.112 -2.454 -5.270 -0.52 0.02 -0.10
C -1.345 -1.145 -4.554 0.00 0.19 0.06
F -2.290 -1.334 -3.533 0.18 -0.33 -0.41
O 1.556 -4.185 -4.275 0.03 0.28 -0.22
S 2.707 -3.388 -5.007 0.68 -0.16 -0.84
O 2.159 -2.219 -5.615 -0.23 0.09 0.38
O 3.453 -4.315 -5.778 -0.24 -0.14 0.32
C 3.853 -2.850 -3.622 0.04 -0.17 0.27
F 5.064 -3.354 -3.890 -0.32 0.20 -0.02
F 3.424 -3.356 -2.452 0.16 0.11 -0.33
C 3.970 -1.305 -3.463 0.20 0.09 0.52
F 2.843 -0.817 -2.950 0.18 0.00 -0.19
F 4.973 -1.077 -2.602 -0.28 0.03 -0.15
F 4.250 -0.674 -4.600 -0.09 -0.16 0.14
H -1.424 -3.850 -3.765 -0.03 0.32 0.10
H -2.055 -2.761 -5.729 0.08 -0.07 0.03
H -0.408 -2.290 -6.085 0.19 -0.12 0.11
H -1.757 -0.415 -5.256 0.05 -0.01 0.09
H -0.439 -0.742 -4.096 -0.09 -0.05 0.03
C -2.850 2.033 -0.854 0.08 -0.02 -0.02
Cl -4.498 2.203 -0.244 0.12 0.10 0.11
Cl -2.396 3.495 -1.740 -0.01 0.03 0.00
Cl -1.730 1.792 0.489 0.02 0.06 0.12
Cl -2.742 0.639 -1.931 -0.08 0.24 0.16
C 2.383 2.242 1.120 -0.11 -0.02 -0.03
Cl 1.906 3.745 0.309 -0.05 -0.02 0.13
Cl 4.085 2.299 1.573 0.00 0.04 -0.01
Cl 1.405 2.048 2.580 0.04 0.01 -0.05
Cl 2.097 0.882 0.031 0.04 0.00 -0.02
C 5.920 3.753 -2.515 -0.01 -0.01 0.01
Cl 4.414 3.903 -1.610 0.10 0.02 -0.13
Cl 6.163 5.191 -3.512 0.00 0.00 0.00
Cl 7.268 3.586 -1.385 0.01 0.00 0.01
Cl 5.843 2.323 -3.550 0.00 -0.03 -0.03
C -7.900 -0.021 -2.376 0.01 -0.06 0.00
Cl -8.413 -1.671 -2.746 -0.01 0.00 0.00
Cl -8.714 0.538 -0.907 0.00 0.11 -0.03
Cl -6.157 0.019 -2.123 -0.08 -0.11 -0.12
Cl -8.330 1.041 -3.719 0.00 0.02 -0.01
C -9.874 -4.022 0.584 0.01 0.00 0.03
Cl -10.985 -4.348 -0.748 -0.01 0.00 -0.02
Cl -8.344 -4.863 0.289 -0.22 0.13 -0.26
Cl -9.570 -2.290 0.686 -0.03 -0.06 0.05
Cl -10.574 -4.601 2.097 0.00 -0.01 0.00
C 1.214 2.059 6.590 -0.03 0.10 -0.10
Cl -0.022 1.666 5.387 -0.22 -0.12 0.12
Cl 2.643 1.075 6.289 0.04 0.03 -0.01
Cl 1.584 3.785 6.431 -0.05 -0.20 0.08
Cl 0.598 1.729 8.208 0.00 0.02 0.00
C -4.973 -6.928 2.868 -0.03 0.01 -0.06
Cl -4.632 -6.032 4.346 -0.08 0.13 -0.11
Cl -3.528 -6.966 1.855 0.02 -0.01 0.00
Cl -5.457 -8.592 3.252 -0.07 0.08 -0.09
Cl -6.291 -6.136 1.996 0.23 -0.15 0.24
C -0.256 7.064 4.808 0.03 -0.01 -0.03
Cl -1.866 7.258 5.505 -0.02 -0.01 0.01
Cl 0.098 8.428 3.748 0.00 0.00 -0.01
Cl 0.942 7.013 6.113 -0.01 0.07 -0.03
Cl -0.193 5.566 3.877 0.01 -0.01 -0.01
C 0.255 11.966 1.653 0.01 0.00 0.00
Cl -0.190 13.392 0.713 0.00 0.01 -0.01
Cl 1.932 12.108 2.186 0.02 0.00 0.01
Cl -0.799 11.834 3.063 -0.03 0.04 0.01
Cl 0.077 10.521 0.654 0.00 -0.02 -0.01
C -2.695 -8.458 7.258 -0.01 -0.03 0.01
Cl -3.824 -8.771 5.940 0.17 -0.20 0.24
Cl -1.167 -9.283 6.938 0.01 -0.01 0.00
Cl -2.406 -6.718 7.381 0.00 0.02 0.00
Cl -3.375 -9.047 8.778 0.00 0.00 0.01
C 6.390 3.363 7.219 0.01 0.02 -0.01
Cl 4.709 3.840 6.981 0.17 0.03 0.04
Cl 6.447 1.686 7.775 0.00 -0.02 0.00
Cl 7.265 3.505 5.691 0.01 0.00 -0.01
Cl 7.143 4.408 8.428 0.00 0.00 0.00
C 6.797 -2.723 -7.791 -0.01 -0.05 0.01
Cl 5.689 -1.855 -6.728 0.09 0.07 -0.13
Cl 7.014 -4.368 -7.192 0.00 -0.02 0.01
Cl 6.129 -2.772 -9.425 -0.01 0.00 -0.02
Cl 8.356 -1.892 -7.818 0.01 0.01 0.00
```
Forces are in eV/Å.

=====

3.
The following is a quantum chemistry calculation of a structure of composition C12H12F36LiN6O30S12 in a non-equilibrium geometry, from the Open Molecules 2025 dataset.

Values from the calculation:
**Electronic energy**: -311049.529 eV
**Gap between HOMO and LUMO**: 5.0 eV
**Total charge**: -5
**Highest occupied orbital energy**: -1.16 eV
**Maximum force**: 7.3 eV/Å

XYZ file:
```
109
Properties=species:S:1:pos:R:3:forces:R:3
Li -13.666 18.894 2.628 0.11 -0.88 0.13
C -20.207 4.793 5.929 0.82 -0.70 -1.22
F -19.573 5.956 6.071 -0.71 -0.33 0.61
F -19.217 3.856 5.762 -0.98 0.52 0.05
F -20.880 4.413 7.040 0.27 0.82 -0.62
S -21.313 4.827 4.307 -0.64 -0.06 -0.04
O -20.457 4.297 3.262 -0.25 0.81 1.40
O -22.451 4.000 4.605 -0.09 0.31 0.75
N -21.825 6.446 4.192 0.40 -2.96 0.78
S -20.975 6.975 2.991 1.76 0.98 -3.43
O -19.569 7.124 3.334 -0.97 0.47 -0.24
O -21.260 6.312 1.715 -0.12 1.20 1.21
C -21.625 8.775 2.658 1.09 -1.57 0.97
F -21.252 9.527 3.745 -1.04 -0.21 -1.48
F -20.973 9.205 1.558 -0.98 0.01 1.11
F -22.968 8.783 2.454 1.30 0.61 0.29
C -17.115 3.833 -8.622 1.37 -1.01 2.76
F -18.054 2.988 -8.195 -0.16 -0.70 -0.18
F -16.389 3.216 -9.594 -0.71 0.82 0.47
F -17.718 4.900 -9.002 -0.40 1.42 -1.53
S -15.955 4.289 -7.118 0.10 0.58 1.80
O -15.380 3.043 -6.645 -1.57 0.13 -0.07
O -14.955 5.150 -7.685 -0.72 0.49 -0.44
N -17.065 5.108 -5.927 1.16 -3.14 -3.45
S -16.281 6.337 -5.373 0.29 3.89 0.93
O -15.085 5.977 -4.655 0.08 0.04 -0.10
O -16.238 7.520 -6.247 -0.07 -1.54 0.87
C -17.496 6.971 -3.943 2.19 -2.04 -2.36
F -17.549 5.929 -3.068 -0.70 1.58 -0.04
F -16.955 8.072 -3.411 -0.88 -0.87 0.11
F -18.677 7.228 -4.515 -0.07 0.12 1.09
C -20.221 21.397 10.002 -0.07 0.60 -1.32
F -20.075 20.646 11.108 -0.30 0.38 -0.93
F -19.199 22.273 9.941 -0.17 -0.55 0.13
F -20.196 20.640 8.872 0.21 0.48 1.73
S -21.821 22.437 10.027 -0.90 -0.05 0.79
O -22.888 21.461 10.270 1.43 1.08 -1.02
O -21.685 23.358 11.138 0.77 0.13 -1.22
N -21.740 23.296 8.433 0.21 -1.29 3.94
S -22.826 22.482 7.673 -3.39 -1.67 -2.25
O -22.506 21.060 7.541 -0.34 1.48 -0.69
O -24.246 22.768 8.008 2.33 0.01 -0.75
C -22.654 23.297 5.884 1.35 0.85 1.76
F -21.519 22.992 5.255 0.25 -0.21 0.27
F -23.624 22.915 5.080 -0.66 0.51 0.18
F -22.598 24.686 6.063 -0.80 -1.65 -0.57
C -14.586 14.245 0.306 0.19 1.57 1.21
F -15.856 14.303 -0.097 0.64 -1.01 0.14
F -13.917 13.144 0.076 -0.95 -0.82 0.11
F -13.934 15.193 -0.352 0.27 0.98 -0.40
S -14.436 14.701 2.188 1.77 -2.18 1.59
O -14.883 13.521 2.971 0.22 2.67 -1.86
O -12.998 14.961 2.423 -2.48 0.99 -1.06
N -15.422 16.140 2.290 5.30 -1.06 -2.52
S -16.678 15.682 2.963 -5.22 -2.10 3.61
O -17.364 14.511 2.393 0.53 2.29 0.24
O -16.515 15.628 4.418 -0.56 0.64 -1.09
C -17.860 17.200 2.607 3.42 -1.57 0.95
F -18.834 17.074 3.427 -1.67 0.46 1.45
F -17.238 18.421 2.776 -0.35 -0.46 0.02
F -18.282 17.113 1.401 -0.76 0.36 -2.29
C -8.715 21.004 2.824 -0.02 -0.76 0.57
F -9.566 21.729 2.053 0.65 -0.64 0.60
F -7.500 20.987 2.259 -0.66 0.28 -0.01
F -8.615 21.571 4.030 -0.20 0.02 -0.92
S -9.252 19.133 2.997 1.06 -0.82 -0.95
O -9.873 18.801 1.722 -0.51 0.82 1.42
O -7.982 18.403 3.226 -2.81 1.99 0.21
N -10.471 19.245 4.298 0.98 0.51 -4.47
S -9.653 18.795 5.503 3.94 -2.94 5.40
O -9.201 17.388 5.490 -1.72 1.83 0.04
O -8.568 19.673 5.951 -1.30 0.05 -0.44
C -10.912 18.915 6.981 0.14 -0.60 -1.99
F -11.089 20.210 7.362 0.07 -1.48 0.17
F -12.078 18.383 6.571 -0.39 0.78 -0.01
F -10.516 18.100 7.953 0.42 1.15 0.30
C -9.093 12.839 -8.090 -2.22 -0.53 0.80
F -7.804 12.996 -7.923 0.67 -0.06 -0.51
F -9.610 13.932 -8.728 0.65 -0.91 0.17
F -9.393 11.719 -8.802 0.86 1.55 0.34
S -9.976 12.689 -6.406 0.41 0.23 1.67
O -9.604 13.909 -5.620 -0.17 -3.06 -1.82
O -11.369 12.532 -6.773 1.31 0.50 0.14
N -9.251 11.199 -5.806 0.43 4.04 -1.27
S -10.331 10.107 -5.976 -4.88 -3.25 -1.35
O -11.475 10.333 -5.096 1.15 -0.56 -0.43
O -10.722 9.695 -7.375 1.71 0.79 2.93
C -9.542 8.451 -5.285 0.71 3.40 -0.01
F -8.310 8.374 -5.812 0.74 -0.27 0.43
F -9.454 8.450 -3.918 -0.16 -0.44 -1.58
F -10.215 7.469 -5.767 -1.01 -1.26 0.37
O -8.514 12.896 -0.193 0.15 -0.11 -0.19
H -7.823 12.915 0.469 0.13 0.00 0.16
H -9.224 13.414 0.187 -0.28 0.12 0.06
O -16.589 22.975 6.393 0.01 0.24 0.03
H -16.920 22.097 6.204 -0.23 -0.25 0.04
H -15.715 22.991 6.003 0.22 0.02 -0.05
O -12.839 10.092 7.220 0.21 -0.23 0.03
H -13.024 10.158 8.156 -0.06 0.04 0.19
H -13.361 10.789 6.823 -0.14 0.21 -0.22
O -17.209 13.256 -5.021 -0.10 0.02 -0.27
H -16.540 13.540 -4.398 0.28 -0.06 0.16
H -18.000 13.724 -4.754 -0.19 0.05 0.10
O -12.265 18.331 -5.192 -0.10 0.29 -0.21
H -12.473 18.691 -4.330 -0.07 0.02 0.21
H -11.552 17.714 -5.029 0.17 -0.33 -0.01
O -15.832 13.351 8.853 0.16 -0.05 0.35
H -16.391 12.624 8.578 -0.16 -0.16 -0.12
H -15.867 13.969 8.123 0.00 0.20 -0.28
```
Forces are in eV/Å.

=====

Question: Which value of maximum force does entry 3 give?
Answer: 7.3 eV/Å

=====

Question: electronic energy of number 1 (C18H15BCl3N8OV)?
Answer: -96810.066 eV

=====

Question: What is the formula in the first record?
Answer: C18H15BCl3N8OV